<A>
C2H4OS3 | wB97M-V/def2-TZVPD

Values from the calculation:
orbital gap (spin up / spin down): 0.25623 / 0.25622 hartree
HOMO energy (spin up / spin down): -8.4415 / -8.4446 eV

```
! wB97M-V def2-TZVPD RIJCOSX def2/J DEFGRID3
* xyz 0 1
C 0.95 0.93 0.43
C 1.52 -0.36 0.26
O -0.69 -0.35 -1.31
S -3.29 -0.27 0.46
S 1.26 2.51 0.42
S -1.17 0.70 -0.38
H 1.23 -0.91 1.20
H 2.59 -0.20 -0.12
H 0.97 -0.77 -0.53
H -3.39 -1.28 -0.44
*
```

<B>
C2H4OS3 | wB97M-V/def2-TZVPD

Values from the calculation:
orbital gap: 0.33557 hartree
HOMO energy: -8.9556 eV

```
! wB97M-V def2-TZVPD RIJCOSX def2/J DEFGRID3
* xyz 0 1
C -1.80 1.64 1.03
C 0.03 -0.40 -0.35
O -1.72 2.17 2.03
S -0.96 -1.69 -1.16
S 1.38 0.28 -1.37
S 0.98 -1.15 1.11
H -0.20 0.61 0.38
H -0.38 -2.95 -1.06
H 0.91 1.44 -1.90
H 1.75 0.05 1.30
*
```

<B> is the most stable structure; the next one sits 1.101 eV above it.

<A>
C8H16N2O4 | wB97M-V/def2-TZVPD

Values from the calculation:
orbital gap: 0.30736 hartree
HOMO energy: -8.4595 eV

```
! wB97M-V def2-TZVPD RIJCOSX def2/J DEFGRID3
* xyz 0 1
C 0.98 -1.54 0.51
C 2.39 -1.18 0.18
C 2.43 0.41 0.70
C 1.88 1.52 -0.43
C 0.57 0.99 -1.02
C -0.77 1.54 -0.25
C -2.25 1.20 -0.79
C -2.40 -0.25 -0.34
H -0.61 -1.82 -1.58
H -1.44 -1.72 0.13
H 3.07 -2.07 0.59
H 2.43 -1.10 -0.88
H 1.95 0.48 1.81
H 3.40 0.53 0.71
H 2.63 1.34 -1.10
H 1.95 2.49 0.14
H 0.76 1.25 -2.09
H 0.51 -0.21 -1.06
H -0.63 1.17 0.88
H -0.46 2.68 -0.17
H -3.05 2.16 -0.45
H -2.08 1.35 -1.86
H -2.76 -1.57 1.46
H -1.42 0.10 2.69
N 0.00 -2.50 0.07
N -2.27 -0.70 1.16
O -0.14 -2.62 -1.34
O 0.46 -1.02 1.43
O -2.77 -1.13 -1.22
O -2.35 0.21 2.14
*
```

<B>
C8H16N2O4 | wB97M-V/def2-TZVPD

Values from the calculation:
orbital gap: 0.35919 hartree
HOMO energy: -9.1009 eV

```
! wB97M-V def2-TZVPD RIJCOSX def2/J DEFGRID3
* xyz 0 1
C 2.06 -1.24 0.60
C 0.72 -0.62 0.13
C 2.15 -2.70 -0.15
C -1.10 0.83 0.50
C -2.04 -0.32 0.60
C -1.23 1.50 -0.99
C -2.48 2.41 -0.97
C 0.05 2.44 -1.28
H 1.34 -1.63 2.44
H 2.96 -2.02 2.26
H 2.76 -0.59 0.11
H 1.17 -3.26 0.11
H 2.15 -2.43 -1.23
H 3.91 -3.66 -0.31
H 0.55 0.55 1.78
H -1.45 1.70 1.08
H -1.14 0.71 -1.75
H -3.50 1.97 -1.07
H -2.67 2.96 -0.05
H -2.37 3.07 -1.85
H 0.79 1.73 -1.70
H 0.35 2.85 -0.28
H -0.09 3.38 -1.82
H -3.75 -0.85 0.36
N 2.21 -1.33 2.01
N 0.16 0.30 0.85
O 0.28 -0.81 -1.03
O 3.19 -3.48 0.35
O -1.77 -1.40 1.10
O -3.24 -0.06 0.22
*
```

<C>
C8H16N2O4 | wB97M-V/def2-TZVPD

Values from the calculation:
orbital gap: 0.33795 hartree
HOMO energy: -8.8908 eV

```
! wB97M-V def2-TZVPD RIJCOSX def2/J DEFGRID3
* xyz 0 1
C 0.51 -0.71 -0.68
C 0.17 -0.73 0.82
C 0.12 -1.79 -1.67
C -1.36 -2.06 -1.52
C 0.96 -3.05 -1.37
C -0.27 1.82 0.93
C 0.93 2.67 0.72
C -1.39 2.44 1.77
H 2.37 -1.03 -0.05
H 2.19 0.48 -0.76
H 0.06 0.18 -1.08
H 0.24 -1.48 -2.75
H -1.93 -1.10 -1.64
H -1.74 -2.69 -2.37
H -1.79 -2.51 -0.54
H 1.95 -2.85 -1.90
H 1.10 -3.19 -0.28
H 0.49 -3.98 -1.81
H -0.24 0.39 2.42
H -0.68 1.68 -0.21
H -1.22 2.46 2.86
H -1.50 3.48 1.48
H -2.60 0.98 1.35
H 1.60 4.33 1.24
N 1.91 -0.51 -0.79
N -0.11 0.44 1.41
O 0.26 -1.76 1.38
O 1.95 2.34 0.16
O -2.75 1.90 1.50
O 0.79 3.85 1.37
*
```

<B> is the most stable structure; the next one sits 0.054 eV above it.

<A>
CH3PS4 | wB97M-V/def2-TZVPD

Values from the calculation:
orbital gap: 0.28094 hartree
HOMO energy: -8.2148 eV

```
! wB97M-V def2-TZVPD RIJCOSX def2/J DEFGRID3
* xyz 0 1
C -0.14 0.89 1.29
P 1.02 1.62 0.04
S -1.04 2.44 1.95
S 0.36 3.58 0.75
S 0.73 0.29 -3.23
S -0.48 1.14 -1.89
H -0.88 0.26 0.88
H 0.54 0.64 2.23
H 1.03 -1.02 -2.60
*
```

<B>
CH3PS4 | wB97M-V/def2-TZVPD

Values from the calculation:
orbital gap (spin up / spin down): 0.25643 / 0.23011 hartree
HOMO energy (spin up / spin down): -8.4856 / -7.9950 eV

```
! wB97M-V def2-TZVPD RIJCOSX def2/J DEFGRID3
* xyz 0 1
C 1.13 1.15 -0.10
P -0.54 1.23 0.76
S 1.52 -0.41 0.80
S 1.70 -1.89 -0.52
S -2.79 -1.10 0.00
S -1.43 0.15 -0.81
H 0.77 1.08 -1.13
H 1.67 1.98 0.36
H -2.04 -2.18 0.65
*
```

<C>
CH3PS4 | wB97M-V/def2-TZVPD

Values from the calculation:
orbital gap: 0.31950 hartree
HOMO energy: -8.9514 eV

```
! wB97M-V def2-TZVPD RIJCOSX def2/J DEFGRID3
* xyz 0 1
C 0.94 0.94 -0.32
P -2.00 -0.29 -0.97
S 0.11 -0.71 -0.60
S -2.79 -1.19 0.84
S -0.16 2.03 0.58
S -1.98 1.81 -0.53
H 1.88 0.97 0.32
H 1.16 1.31 -1.38
H -3.42 0.07 1.00
*
```

<C> is the most stable structure; the next one sits 1.351 eV above it.

<A>
C4H4 | wB97M-V/def2-TZVPD

Values from the calculation:
orbital gap: 0.38099 hartree
HOMO energy: -10.1091 eV

```
! wB97M-V def2-TZVPD RIJCOSX def2/J DEFGRID3
* xyz 0 1
C -0.86 -0.68 -0.69
C -2.00 -0.92 -1.19
C 1.17 1.06 0.59
C 0.38 0.14 0.19
H -2.27 -1.75 -1.97
H 1.50 2.01 0.52
H 1.69 0.77 1.61
H 0.40 -0.62 0.94
*
```

<B>
C4H4 | wB97M-V/def2-TZVPD

Values from the calculation:
orbital gap: 0.43258 hartree
HOMO energy: -10.5274 eV

```
! wB97M-V def2-TZVPD RIJCOSX def2/J DEFGRID3
* xyz 0 1
C 1.42 1.99 0.04
C 1.68 0.82 -0.25
C -1.88 -1.64 -0.32
C -1.29 -1.14 0.55
H 1.18 2.96 0.48
H 2.21 0.04 -0.74
H -2.13 -2.52 -1.13
H -0.84 -0.63 1.32
*
```

<B> is the most stable structure; the next one sits 1.077 eV above it.

<A>
C5H12NO | wB97M-V/def2-TZVPD

Values from the calculation:
orbital gap (spin up / spin down): 0.34744 / 0.25456 hartree
HOMO energy (spin up / spin down): -8.3681 / -8.3579 eV

```
! wB97M-V def2-TZVPD RIJCOSX def2/J DEFGRID3
* xyz 0 2
C -0.75 0.40 -2.30
N -0.28 -0.69 -1.41
C -0.23 -0.41 0.03
C 0.78 0.69 0.47
C 0.32 1.36 1.80
O -0.33 0.51 2.66
C 0.19 -1.78 0.66
H -1.74 0.07 -2.61
H -0.68 1.33 -1.75
H 0.02 0.57 -3.04
H -0.51 -1.67 -1.53
H -1.20 0.05 0.39
H 0.87 1.48 -0.29
H 1.64 0.11 0.84
H -0.17 2.40 1.50
H 1.30 1.51 2.27
H 0.16 -1.59 1.76
H -0.57 -2.51 0.36
H 1.20 -1.84 0.19
*
```

<B>
C5H12NO | wB97M-V/def2-TZVPD

Values from the calculation:
orbital gap (spin up / spin down): 0.39846 / 0.29277 hartree
HOMO energy (spin up / spin down): -9.7885 / -9.7258 eV

```
! wB97M-V def2-TZVPD RIJCOSX def2/J DEFGRID3
* xyz 0 2
C 0.41 -0.59 -0.55
C -0.33 -0.08 0.68
C -1.12 -1.24 1.32
C 0.55 0.58 1.76
N 1.06 0.54 -1.26
C 0.07 1.10 -2.20
O -0.24 0.33 -3.25
H -0.27 -1.07 -1.25
H 1.03 -1.42 -0.20
H -1.11 0.66 0.51
H -0.42 -1.87 1.89
H -1.91 -0.99 2.02
H -1.50 -1.87 0.51
H 0.29 1.64 1.79
H 1.60 0.63 1.46
H 0.56 0.14 2.76
H 1.69 0.05 -1.89
H 0.45 2.09 -2.49
H -0.81 1.37 -1.62
*
```

<B> is the most stable structure; the next one sits 1.093 eV above it.

<A>
C4H7BrN2 | wB97M-V/def2-TZVPD

Values from the calculation:
orbital gap (spin up / spin down): 0.33321 / 0.33319 hartree
HOMO energy (spin up / spin down): -9.5319 / -9.5314 eV

```
! wB97M-V def2-TZVPD RIJCOSX def2/J DEFGRID3
* xyz 0 1
C -0.96 2.13 -0.22
C -0.16 0.04 1.45
C 1.29 -0.81 -0.93
C -0.77 -0.17 0.04
N -1.12 3.27 -0.13
N -0.13 -0.70 -0.98
Br -2.64 -0.74 0.07
H 0.76 0.79 1.50
H 0.29 -0.87 1.69
H -0.74 0.45 2.30
H 1.54 -0.95 -2.00
H 1.80 -0.07 -0.40
H 1.38 -1.86 -0.48
H -0.54 -0.52 -1.91
*
```

<B>
C4H7BrN2 | wB97M-V/def2-TZVPD

Values from the calculation:
orbital gap (spin up / spin down): 0.28556 / 0.28560 hartree
HOMO energy (spin up / spin down): -7.0923 / -7.0932 eV

```
! wB97M-V def2-TZVPD RIJCOSX def2/J DEFGRID3
* xyz 0 1
C 0.56 2.40 0.52
C 0.72 -0.27 -1.92
C -1.10 -0.30 0.73
C 1.13 -0.19 -0.38
N -0.17 2.55 1.39
N 0.22 -0.29 0.61
Br 2.94 -0.15 0.17
H 1.56 0.18 -2.50
H -0.25 0.07 -2.01
H 0.65 -1.34 -2.20
H -1.45 0.17 1.60
H 1.50 2.39 0.02
H -1.58 -0.23 -0.23
H 0.86 -0.13 1.43
*
```

<A> is the most stable structure; the next one sits 0.307 eV above it.

<A>
CH5O2P | wB97M-V/def2-TZVPD

Values from the calculation:
orbital gap (spin up / spin down): 0.28769 / 0.28837 hartree
HOMO energy (spin up / spin down): -7.3386 / -7.6115 eV

```
! wB97M-V def2-TZVPD RIJCOSX def2/J DEFGRID3
* xyz 0 1
C 0.98 -0.82 0.29
O 1.72 0.27 0.56
O -1.79 0.95 -0.22
P -1.26 -0.08 -1.33
H 0.25 -1.03 1.10
H 1.47 -1.71 0.05
H 1.27 1.03 1.07
H -1.99 0.38 0.55
H -0.65 1.00 -2.08
*
```

<B>
CH5O2P | wB97M-V/def2-TZVPD

Values from the calculation:
orbital gap: 0.38265 hartree
HOMO energy: -10.0254 eV

```
! wB97M-V def2-TZVPD RIJCOSX def2/J DEFGRID3
* xyz 0 1
C 0.47 0.48 -0.43
O 1.13 1.37 0.34
O 1.14 -0.35 -1.06
P -1.37 0.46 -0.46
H -0.35 -0.91 1.46
H 1.99 1.42 -0.22
H -0.43 -1.55 2.32
H -1.45 -0.96 -0.15
H -1.12 0.05 -1.79
*
```

<B> is the most stable structure; the next one sits 0.219 eV above it.

<A>
CHF2NO2 | wB97M-V/def2-TZVPD

Values from the calculation:
orbital gap (spin up / spin down): 0.39286 / 0.35623 hartree
HOMO energy (spin up / spin down): -11.2453 / -10.6323 eV

```
! wB97M-V def2-TZVPD RIJCOSX def2/J DEFGRID3
* xyz 0 1
C -0.81 -1.15 0.09
N 2.36 -0.30 0.52
O -1.75 -0.66 -0.37
O 0.15 -1.61 0.56
F 1.53 0.77 0.30
F 2.54 -0.89 -0.66
H -0.33 1.46 0.51
*
```

<B>
CHF2NO2 | wB97M-V/def2-TZVPD

Values from the calculation:
orbital gap: 0.41965 hartree
HOMO energy: -11.8784 eV

```
! wB97M-V def2-TZVPD RIJCOSX def2/J DEFGRID3
* xyz 0 1
C 0.46 -0.46 -0.03
N -0.71 0.58 0.05
O -0.91 1.15 -0.98
O -1.17 0.83 1.12
F 0.88 -0.35 -1.34
F -0.02 -1.67 0.24
H 1.46 -0.08 0.93
*
```

<B> is the most stable structure; the next one sits 2.344 eV above it.

<A>
C2H10N4O | wB97M-V/def2-TZVPD

Values from the calculation:
orbital gap: 0.35205 hartree
HOMO energy: -8.7157 eV

```
! wB97M-V def2-TZVPD RIJCOSX def2/J DEFGRID3
* xyz 0 1
C 0.31 0.10 -2.08
C -1.08 -0.13 0.63
N -0.61 -0.75 1.88
N 1.56 -0.76 -0.32
N -0.17 0.83 0.11
N 0.80 0.35 -0.81
O 0.43 1.48 1.18
H -0.30 -0.86 -2.10
H -0.36 0.90 -2.52
H 1.08 -0.23 -2.80
H -2.07 0.48 0.69
H -1.28 -0.96 -0.25
H -1.42 -1.21 2.39
H -0.34 -0.04 2.62
H 0.89 -1.34 0.22
H 2.20 -0.20 0.24
H 0.36 2.35 0.92
*
```

<B>
C2H10N4O | wB97M-V/def2-TZVPD

Values from the calculation:
orbital gap: 0.34117 hartree
HOMO energy: -8.3853 eV

```
! wB97M-V def2-TZVPD RIJCOSX def2/J DEFGRID3
* xyz 0 1
C 1.72 0.33 -1.27
N 0.45 0.89 0.73
C 1.50 0.15 0.21
N -0.45 1.59 -0.09
O 2.30 -0.36 0.97
H 0.33 0.85 1.73
H -1.36 1.11 -0.07
H -0.57 2.55 0.22
H 1.94 1.38 -1.48
H 0.82 0.06 -1.82
H 2.57 -0.27 -1.58
N -0.97 -1.83 0.39
N -2.08 -0.88 0.43
H -2.80 -1.24 -0.20
H -2.46 -0.95 1.37
H -0.68 -1.96 -0.57
H -0.24 -1.45 1.04
*
```

<B> is the most stable structure; the next one sits 2.735 eV above it.

<A>
C4H9NO | wB97M-V/def2-TZVPD

Values from the calculation:
orbital gap (spin up / spin down): 0.17341 / 0.26842 hartree
HOMO energy (spin up / spin down): -0.4420 / -3.0745 eV

```
! wB97M-V def2-TZVPD RIJCOSX def2/J DEFGRID3
* xyz -1 2
C -1.47 0.30 0.87
C 0.03 0.05 0.81
C 0.76 -0.64 1.86
C 0.37 1.52 -1.08
N 0.73 0.50 -0.29
H -1.80 0.31 -0.10
H -1.99 -0.42 1.51
H -1.58 1.29 1.38
H 1.90 -0.69 1.62
H 0.24 -0.88 2.79
H 1.20 1.94 -1.64
H -0.68 1.98 -0.93
H 0.84 -0.97 -2.12
H 0.65 -2.51 -2.03
O 0.81 -1.78 -2.66
*
```

<B>
C4H9NO | wB97M-V/def2-TZVPD

Values from the calculation:
orbital gap (spin up / spin down): 0.11899 / 0.25467 hartree
HOMO energy (spin up / spin down): 0.6854 / -3.1900 eV

```
! wB97M-V def2-TZVPD RIJCOSX def2/J DEFGRID3
* xyz -1 2
O 2.52 -0.50 -0.85
C 2.06 -0.52 0.35
C 0.80 0.14 0.78
C -0.34 0.09 -0.26
C -1.67 0.42 0.38
N -2.80 0.20 -0.54
H 2.64 -1.02 1.16
H 0.44 -0.27 1.73
H 0.95 1.23 1.03
H -0.39 -0.86 -0.78
H -0.05 0.85 -0.99
H -1.82 -0.30 1.19
H -1.64 1.42 0.77
H -2.91 0.94 -1.23
H -3.67 0.28 -0.01
*
```

<B> is the most stable structure; the next one sits 0.567 eV above it.

<A>
C2H10N2O2 | wB97M-V/def2-TZVPD

Values from the calculation:
orbital gap: 0.35414 hartree
HOMO energy: -8.9680 eV

```
! wB97M-V def2-TZVPD RIJCOSX def2/J DEFGRID3
* xyz 0 1
C 0.92 0.52 0.92
N -0.77 2.52 1.05
C -1.09 1.46 0.31
N -0.32 0.36 0.35
H 1.70 -0.23 0.70
H 0.84 0.49 1.99
H 1.48 1.44 0.78
H -1.50 3.25 1.05
H -0.29 2.41 1.91
H -2.09 1.40 -0.17
H -1.62 -2.47 -2.10
H -2.78 -2.46 -1.33
O -2.06 -2.97 -1.46
H 1.81 -1.63 -1.42
H 3.10 -2.12 -0.86
O 2.69 -1.97 -1.71
*
```

<B>
C2H10N2O2 | wB97M-V/def2-TZVPD

Values from the calculation:
orbital gap: 0.34194 hartree
HOMO energy: -8.5669 eV

```
! wB97M-V def2-TZVPD RIJCOSX def2/J DEFGRID3
* xyz 0 1
C 1.52 0.82 0.03
C 0.79 0.24 1.00
N 1.31 -0.25 2.22
N 0.78 1.48 -0.99
H 2.60 0.75 -0.09
H -0.31 0.30 0.99
H 2.32 -0.29 2.34
H 0.94 -1.16 2.51
H 1.09 1.14 -1.89
H 0.77 2.49 -0.95
H -2.20 -0.83 0.43
H -1.91 -1.62 -0.80
O -2.56 -1.60 -0.01
H -0.89 0.41 -1.30
H -1.32 -0.20 -2.62
O -1.17 -0.45 -1.70
*
```

<C>
C2H10N2O2 | wB97M-V/def2-TZVPD

Values from the calculation:
orbital gap: 0.36524 hartree
HOMO energy: -8.9795 eV

```
! wB97M-V def2-TZVPD RIJCOSX def2/J DEFGRID3
* xyz 0 1
C -1.52 0.98 -1.07
N -0.86 0.13 -0.11
C -0.98 -1.21 -0.06
N -0.65 -1.91 0.96
H -2.58 0.78 -1.18
H -1.10 0.86 -2.08
H -1.29 2.00 -0.78
H -0.30 0.59 0.59
H -1.40 -1.61 -0.98
H -0.78 -2.89 0.74
H 2.33 -0.74 2.14
H 0.98 -1.02 1.49
O 1.70 -0.36 1.52
H 1.89 0.97 0.18
H 2.67 1.67 -0.96
O 1.89 1.75 -0.40
*
```

<C> is the most stable structure; the next one sits 1.068 eV above it.

<A>
C5H7ClN2 | wB97M-V/def2-TZVPD

Values from the calculation:
orbital gap: 0.32403 hartree
HOMO energy: -8.5933 eV

```
! wB97M-V def2-TZVPD RIJCOSX def2/J DEFGRID3
* xyz 0 1
C -1.09 0.27 1.33
C 0.18 0.63 1.09
C -1.82 -0.68 0.52
C -0.17 -1.10 -1.08
C 0.92 0.23 -0.12
N -1.39 -1.32 -0.48
N 1.17 1.27 -1.01
Cl 2.44 -0.67 0.41
H -1.58 0.61 2.23
H 0.72 1.23 1.82
H -2.83 -0.92 0.85
H -0.29 -0.62 -2.04
H 0.43 -2.00 -1.15
H 1.58 2.09 -0.57
H 1.73 0.99 -1.80
*
```

<B>
C5H7ClN2 | wB97M-V/def2-TZVPD

Values from the calculation:
orbital gap: 0.35849 hartree
HOMO energy: -8.9294 eV

```
! wB97M-V def2-TZVPD RIJCOSX def2/J DEFGRID3
* xyz 0 1
C 0.12 2.35 0.47
C -0.68 1.20 0.37
C 1.21 1.00 -0.81
C -0.13 -1.85 0.68
C -0.18 -1.04 -0.65
N 1.20 2.21 -0.27
N 0.04 0.32 -0.43
Cl -1.84 -1.38 -1.31
H -0.10 3.22 1.06
H -1.66 1.08 0.78
H 1.89 0.60 -1.45
H -0.57 -2.81 0.52
H 0.97 -1.95 0.82
H -0.60 -1.30 1.56
H 0.33 -1.65 -1.33
*
```

<B> is the most stable structure; the next one sits 1.100 eV above it.